Density functional theory data (ωB97M-V/def2-TZVPD) for a 2-piece molecular cluster, CH2ClO2P overall at a distorted geometry.

The geometry in ORCA input format:
```
! wB97M-V def2-TZVPD RIJCOSX def2/J DEFGRID3
* xyz 0 1
C 0.6241 0.8644 0.9589
O 0.2497 -0.0601 1.6058
O 0.0731 0.4026 -1.3429
P -0.4723 -0.9974 -1.2357
Cl 1.6027 2.1294 1.0241
H -1.9023 -0.7534 -1.1720
H -0.1750 -1.5855 0.1620
*
```

Values from the calculation:
Max |F|: 0.088 hartree/bohr
Energy relative to the best compared isomer or geometry (same formula, charge and spin): 384.8 kJ/mol
Frontier orbital gap (alpha / beta): 8.64 / 6.27 eV